A single C7H10O molecule in a non-equilibrium geometry. Source: the OMol25 dataset; level of theory: the ωB97M-V functional and the def2-TZVPD basis.

Geometry as XYZ:
```
18
C7H10O, DFT the ωB97M-V functional and the def2-TZVPD basis
C -0.2115 1.7349 -0.1184
C -1.6261 -0.4238 -0.6837
C -0.2727 0.3016 -0.7135
C 0.8911 1.2081 0.7572
C -2.5305 -0.2077 0.5014
C 0.8494 -0.0288 0.2618
C 1.6128 -1.2927 0.4410
O -3.7250 -0.1343 0.4327
H 0.0950 2.5065 -0.8255
H -1.1231 2.0616 0.3814
H -2.1987 -0.1507 -1.5759
H -1.4387 -1.5027 -0.7245
H 0.0884 0.2621 -1.7444
H 1.4972 1.7059 1.4924
H -2.0094 -0.1525 1.4764
H 1.3414 -1.9987 -0.3381
H 1.4100 -1.7436 1.4106
H 2.6805 -1.0878 0.3828
```

As for the energy relative to the best compared isomer or geometry (same formula, charge and spin): 92.4 kJ/mol. The total charge is 0. For the LUMO energy (alpha / beta), the calculation gives 1.03 / -2.12 eV. For the HOMO energy (alpha / beta), the calculation gives -5.816 / -9.228 eV. The gap between HOMO and LUMO (alpha / beta) is 6.8 / 7.1 eV. The expectation value of S² is 2.0060. As for the strongest force on any atom: 7.2 eV/A. Its spin multiplicity is 3.